14
Properties=species:S:1:pos:R:3:nbo_charge:R:1 method="wB97M-V/def2-TZVPD" homo_ev=-7.88 total_charge=0 gap_ev=8.53 relative_energy_ev=6.0383
C 0.829 2.747 -0.917 -0.44
C -0.972 0.323 1.194 -0.21
C 0.748 -2.321 -1.136 -0.07
H 1.650 2.356 -1.708 0.20
H -0.082 3.320 -1.502 0.20
H 1.621 3.603 -0.138 0.21
H 0.263 0.574 -1.111 0.43
H -1.595 0.328 2.249 0.23
H 0.913 -2.397 -2.188 0.20
H 0.818 -3.188 -0.386 0.17
N 0.294 1.363 -0.370 -0.57
N -0.571 1.527 0.806 -0.21
N 0.191 -1.230 -0.868 -0.53
S -0.413 -1.294 0.810 0.40